#i
Here is a cluster of 2 separate species, C5H12N2O2 in total from OMol25. Energies are from ωB97M-V/def2-TZVPD.

The HOMO energy is -9.697 eV. As for the SMILES: CNC(C)=O.CC(N)=O. The calculation puts the orbital gap at 10.25 eV.

Geometry (Å):
C (-3.24, -0.72, 0.15)
N (-1.94, -0.48, -0.36)
C (-1.31, 0.69, -0.21)
C (-0.01, 0.71, -0.95)
O (-1.57, 1.49, 0.70)
H (-3.81, 0.25, 0.48)
H (-3.87, -1.26, -0.65)
H (-3.30, -1.44, 1.04)
H (-1.86, -0.88, -1.49)
H (-0.05, 0.04, -1.75)
H (0.84, 0.40, -0.38)
H (0.19, 1.67, -1.50)
C (1.89, -0.61, 1.45)
C (2.09, -0.32, -0.11)
N (2.85, 0.83, -0.27)
O (1.77, -1.18, -0.92)
H (0.97, -0.94, 1.83)
H (2.26, 0.22, 2.15)
H (2.67, -1.49, 1.52)
H (2.66, 1.31, -1.30)
H (2.76, 1.71, 0.56)

#ii
Here is a cluster of 2 separate species, C5H12N2O2 in total from OMol25. Energies are from ωB97M-V/def2-TZVPD.

The HOMO energy is -8.102 eV. The calculation puts the orbital gap at 8.75 eV.

Geometry (Å):
C (-1.66, 1.05, 0.03)
N (-1.66, -1.33, 0.70)
N (-0.80, -0.05, -0.05)
O (-2.89, -1.23, 0.16)
O (-1.04, -2.48, 0.26)
H (-2.86, 0.07, -0.06)
H (-1.46, -2.75, -0.58)
H (-0.64, -0.30, -1.03)
H (-1.47, 1.84, -0.69)
H (0.24, 1.98, 1.08)
H (-1.81, 1.40, 1.04)
C (0.85, -0.04, 0.64)
C (1.69, -0.65, -0.39)
C (1.16, 1.37, 1.02)
C (2.00, -0.09, -1.57)
H (0.72, -0.70, 1.50)
H (1.94, -1.70, -0.23)
H (1.80, 1.92, 0.33)
H (1.75, 0.93, -1.80)
H (1.64, 1.40, 1.99)
H (2.51, -0.65, -2.34)

Stability comparison, relative energies in eV: #i 0.000; #ii 3.989

#i
Here is a cluster of 2 separate species, C3H7O3 in total from OMol25. Energies are from ωB97M-V/def2-TZVPD.

Its total charge is -1. The HOMO energy is -4.337 eV. The calculation puts the orbital gap at 8.66 eV.

Geometry (Å):
C (-1.03, -0.29, -2.21)
O (-0.81, 1.08, -1.92)
H (-0.11, 1.15, -1.27)
H (-2.10, -0.51, -2.28)
H (-0.40, -0.88, -1.56)
H (-0.75, -0.48, -3.28)
C (0.91, 0.23, 2.41)
C (0.52, -0.39, 1.04)
O (0.91, 0.28, 0.03)
O (-0.16, -1.43, 1.02)
H (0.01, 0.64, 2.87)
H (1.50, 1.12, 2.24)
H (1.52, -0.52, 2.90)

#ii
Here is a cluster of 2 separate species, C3H7O3 in total from OMol25. Energies are from ωB97M-V/def2-TZVPD.

Its total charge is -1. The HOMO energy is -3.819 eV. The calculation puts the orbital gap at 7.72 eV.

Geometry (Å):
C (0.94, 1.36, 1.93)
C (0.80, 1.40, 0.34)
O (0.59, 2.54, -0.09)
O (0.94, 0.36, -0.41)
H (1.89, 0.89, 1.93)
H (0.21, 0.93, 2.31)
H (1.01, 2.38, 2.44)
C (-1.29, -1.35, -1.21)
O (-0.96, -2.72, -1.80)
H (0.06, -2.68, -2.16)
H (-0.71, -1.19, -0.32)
H (-1.06, -0.39, -1.90)
H (-2.40, -1.53, -1.06)

#iii
Here is a cluster of 2 separate species, C3H7O3 in total from OMol25. Energies are from ωB97M-V/def2-TZVPD.

Its total charge is -1. The HOMO energy is -3.904 eV. The calculation puts the orbital gap at 7.60 eV.

Geometry (Å):
C (-2.40, 0.59, 0.09)
C (-1.23, 1.60, 0.28)
O (-1.49, 2.81, 0.47)
O (-0.09, 1.11, 0.05)
H (-2.19, -0.26, 0.71)
H (-2.04, 0.09, -0.84)
H (-3.33, 1.10, -0.11)
C (2.29, -0.86, -0.05)
O (2.16, -2.23, -0.40)
H (1.23, -2.49, -0.51)
H (3.30, -0.64, 0.28)
H (1.87, -0.54, 0.92)
H (1.92, -0.28, -0.87)

Stability comparison, relative energies in eV: #i 0.000; #ii 1.844; #iii 0.808

#i
Here is a structure of composition C25H25F5GeN4RuS3 from OMol25. Energies are from ωB97M-V/def2-TZVPD.

Its total charge is +1. The HOMO energy (alpha / beta) is -11.414 / -12.210 eV. The calculation puts the orbital gap (alpha / beta) at 7.51 / 6.02 eV. As for the multiplicity: 6.

Geometry (Å):
Ru (-0.10, -0.26, 1.07)
S (0.60, -0.44, 3.44)
C (-0.69, -1.36, 4.03)
C (-0.86, -1.41, 5.45)
N (-0.99, -1.43, 6.59)
C (-1.59, -2.07, 3.22)
S (-1.49, -2.21, 1.52)
C (-2.66, -2.79, 3.83)
N (-3.55, -3.35, 4.29)
N (-3.52, 2.22, 2.20)
C (-2.90, 1.13, 1.72)
N (-1.60, 1.28, 1.69)
C (-1.34, 2.55, 2.21)
C (-0.13, 3.20, 2.42)
C (-0.19, 4.47, 2.95)
C (-1.42, 5.08, 3.27)
C (-2.62, 4.43, 3.07)
C (-2.55, 3.15, 2.53)
H (-4.52, 2.31, 2.33)
H (-3.43, 0.24, 1.40)
H (0.82, 2.74, 2.18)
H (0.72, 5.02, 3.14)
H (-1.42, 6.07, 3.69)
H (-3.57, 4.90, 3.32)
C (-0.39, 2.97, -4.44)
C (-0.54, 2.24, -3.11)
C (-1.48, 1.04, -3.20)
C (-1.57, 0.29, -1.86)
Ge (0.01, -0.86, -1.64)
C (-0.34, -2.78, -1.66)
C (-0.69, -3.18, -3.12)
C (0.43, -3.92, -3.85)
C (1.68, -3.07, -4.09)
H (0.27, 3.83, -4.34)
H (-1.36, 3.33, -4.79)
H (0.02, 2.32, -5.21)
H (-0.91, 2.92, -2.34)
H (0.45, 1.90, -2.77)
H (-1.14, 0.37, -3.99)
H (-2.48, 1.37, -3.49)
H (-2.43, -0.39, -1.80)
H (-1.67, 1.02, -1.05)
H (1.15, -0.45, -2.57)
H (-1.18, -2.98, -1.00)
H (0.52, -3.35, -1.29)
H (-0.98, -2.31, -3.72)
H (-1.57, -3.82, -3.09)
H (0.05, -4.26, -4.81)
H (0.69, -4.81, -3.28)
H (1.43, -2.17, -4.66)
H (2.42, -3.63, -4.65)
H (2.15, -2.76, -3.15)
F (5.81, -2.50, 2.72)
C (4.88, -1.80, 2.11)
C (4.25, -2.30, 0.98)
F (4.58, -3.49, 0.51)
C (3.28, -1.55, 0.35)
F (2.68, -2.05, -0.74)
C (2.90, -0.29, 0.82)
S (1.69, 0.71, 0.01)
C (3.54, 0.19, 1.96)
F (3.20, 1.38, 2.45)
C (4.52, -0.55, 2.60)
F (5.11, -0.07, 3.68)

#ii
Here is a structure of composition C25H25F5GeN4RuS3 from OMol25. Energies are from ωB97M-V/def2-TZVPD.

Its total charge is +1. The HOMO energy (alpha / beta) is -11.201 / -12.196 eV. The calculation puts the orbital gap (alpha / beta) at 7.70 / 6.11 eV. As for the multiplicity: 6.

Geometry (Å):
Ru (0.68, 0.55, -0.36)
S (2.60, -0.19, -1.80)
C (2.93, 1.21, -2.70)
C (4.07, 1.12, -3.55)
N (4.99, 1.02, -4.24)
C (2.20, 2.42, -2.69)
S (0.83, 2.71, -1.78)
C (2.66, 3.48, -3.54)
N (3.03, 4.33, -4.21)
N (1.51, 3.47, 2.75)
C (0.70, 2.78, 1.93)
N (1.29, 1.73, 1.41)
C (2.59, 1.72, 1.93)
C (3.64, 0.82, 1.74)
C (4.82, 1.08, 2.40)
C (4.96, 2.20, 3.24)
C (3.92, 3.09, 3.45)
C (2.73, 2.82, 2.78)
H (1.26, 4.30, 3.26)
H (-0.32, 3.07, 1.74)
H (3.53, -0.04, 1.10)
H (5.65, 0.41, 2.28)
H (5.90, 2.36, 3.74)
H (4.03, 3.94, 4.10)
C (-5.01, 0.52, -1.81)
C (-3.81, 0.08, -0.99)
C (-3.73, -1.44, -0.89)
C (-2.59, -1.95, 0.01)
Ge (-0.77, -1.62, -0.61)
C (0.00, -2.90, -1.87)
C (-0.93, -3.34, -3.01)
C (-0.82, -2.46, -4.25)
C (-1.13, -0.99, -4.02)
H (-5.06, 1.61, -1.88)
H (-5.94, 0.17, -1.37)
H (-4.95, 0.12, -2.83)
H (-3.87, 0.50, 0.02)
H (-2.89, 0.48, -1.44)
H (-3.65, -1.88, -1.89)
H (-4.67, -1.82, -0.47)
H (-2.65, -3.04, 0.11)
H (-2.71, -1.54, 1.01)
H (-0.70, -0.09, -1.24)
H (0.27, -3.76, -1.24)
H (0.94, -2.51, -2.28)
H (-1.97, -3.38, -2.66)
H (-0.67, -4.37, -3.29)
H (-1.49, -2.87, -5.01)
H (0.19, -2.55, -4.66)
H (-2.13, -0.85, -3.60)
H (-1.09, -0.44, -4.96)
H (-0.40, -0.53, -3.35)
F (-1.78, 0.07, 6.15)
C (-1.25, -0.35, 5.02)
C (-0.41, -1.46, 5.00)
F (-0.15, -2.11, 6.12)
C (0.14, -1.88, 3.80)
F (0.95, -2.94, 3.81)
C (-0.11, -1.22, 2.60)
S (0.72, -1.81, 1.15)
C (-0.96, -0.12, 2.65)
F (-1.25, 0.57, 1.53)
C (-1.52, 0.32, 3.83)
F (-2.31, 1.39, 3.83)

Stability comparison, relative energies in eV: #i 0.370; #ii 0.000

#i
Here is a cluster of 2 separate species, C2H8NO3 in total from OMol25. Energies are from ωB97M-V/def2-TZVPD.

Its total charge is +1. The HOMO energy is -15.000 eV. The calculation puts the orbital gap at 11.03 eV.

Geometry (Å):
O (-1.23, -0.14, -0.76)
C (-0.44, -0.63, 0.00)
O (-0.81, -1.12, 1.19)
C (1.01, -0.89, -0.19)
N (1.57, -0.15, -1.36)
H (-1.68, -0.77, 1.44)
H (1.69, -0.51, 0.60)
H (1.33, -1.93, -0.17)
H (2.47, 0.33, -1.30)
H (1.48, -0.73, -2.20)
H (0.96, 0.64, -1.66)
H (-2.50, 2.07, 0.81)
H (-1.87, 2.26, 2.14)
O (-1.98, 1.59, 1.47)

#ii
Here is a cluster of 2 separate species, C2H8NO3 in total from OMol25. Energies are from ωB97M-V/def2-TZVPD.

Its total charge is +1. The HOMO energy is -14.179 eV. The calculation puts the orbital gap at 10.08 eV.

Geometry (Å):
O (-0.46, -1.28, -0.92)
C (0.01, -0.18, -0.90)
O (1.32, 0.05, -0.85)
C (-0.85, 1.07, -0.92)
N (-2.31, 0.61, -0.74)
H (1.69, -0.83, -0.77)
H (-0.63, 1.64, -0.02)
H (-0.99, 1.56, -1.89)
H (-2.99, 1.31, -1.05)
H (-2.61, -0.20, -1.28)
H (-2.50, 0.45, 0.25)
H (1.54, -0.38, 4.18)
H (2.39, 0.48, 3.40)
O (2.15, -0.45, 3.43)

Stability comparison, relative energies in eV: #i 0.000; #ii 0.156

#i
Here is a cluster of 3 separate species, C3H10NO4 in total from OMol25. Energies are from ωB97M-V/def2-TZVPD.

Its total charge is -1. The HOMO energy is -4.409 eV. The calculation puts the orbital gap at 4.68 eV.

Geometry (Å):
C (0.26, -0.80, -2.13)
N (1.12, -0.14, -1.19)
C (0.58, 1.18, -0.81)
C (-0.41, 1.27, 0.41)
O (0.36, 1.03, 1.62)
O (-1.05, 2.48, 0.35)
H (0.52, -1.89, -2.28)
H (0.18, -0.31, -3.11)
H (-0.80, -0.89, -1.82)
H (0.04, 1.56, -1.68)
H (1.40, 1.86, -0.52)
H (-1.14, 0.37, 0.32)
H (-0.21, 0.42, 2.22)
H (-1.21, -0.69, 3.82)
O (-0.79, -0.83, 2.97)
H (0.08, -1.48, 1.37)
H (0.69, -1.21, -0.09)
O (0.38, -1.94, 0.57)

#ii
Here is a cluster of 3 separate species, C3H10NO4 in total from OMol25. Energies are from ωB97M-V/def2-TZVPD.

Its total charge is -1. The HOMO energy is -4.921 eV. The calculation puts the orbital gap at 8.96 eV.

Geometry (Å):
C (0.91, 1.83, 0.15)
C (1.46, 0.56, -0.45)
C (0.89, -0.63, 0.48)
O (-0.22, -1.14, 0.12)
O (1.50, -1.03, 1.40)
N (-0.50, 1.98, 0.25)
H (1.17, 1.88, 1.24)
H (1.19, 2.77, -0.50)
H (1.16, 0.30, -1.46)
H (2.54, 0.42, -0.42)
H (-0.73, 1.30, 1.01)
H (-1.04, 1.68, -0.56)
H (-0.37, -1.20, -1.45)
H (-1.43, -1.03, -2.42)
O (-0.57, -1.12, -2.43)
H (-1.70, 0.03, 0.66)
H (-2.25, -1.10, 1.40)
O (-2.54, -0.41, 0.87)

Stability comparison, relative energies in eV: #i 5.819; #ii 0.000

#i
Here is a structure of composition C6H8N2S from OMol25. Energies are from ωB97M-V/def2-TZVPD.

The HOMO energy (alpha / beta) is -7.523 / -7.632 eV. The calculation puts the orbital gap (alpha / beta) at 7.11 / 7.19 eV.

Geometry (Å):
C (0.20, -1.60, 0.37)
C (0.20, -2.38, -0.71)
C (1.02, 0.90, -0.90)
C (-0.46, 0.78, -0.59)
C (-0.07, -0.19, 0.42)
C (-1.01, 2.06, 0.03)
N (0.45, -2.17, 1.60)
N (0.53, -1.42, 2.53)
S (0.32, 0.20, 2.11)
H (0.19, -3.53, -0.54)
H (-0.04, -1.97, -1.61)
H (1.51, 0.21, -1.51)
H (1.71, 1.63, -0.45)
H (-1.30, 0.31, -1.27)
H (-1.02, 2.89, -0.63)
H (-0.27, 2.27, 0.77)
H (-1.98, 1.99, 0.39)

#ii
Here is a cluster of 2 separate species, C6H8N2S in total from OMol25. Energies are from ωB97M-V/def2-TZVPD.

The HOMO energy is -8.343 eV. As for the SMILES: C/C(C#N)=C\N.C=C=S. The calculation puts the orbital gap at 8.63 eV.

Geometry (Å):
C (1.01, -0.46, -1.69)
C (1.19, -0.11, -0.23)
C (0.97, 1.29, -0.07)
N (0.61, 2.38, -0.10)
C (1.03, -0.80, 0.91)
N (0.88, -2.09, 1.15)
H (1.50, -1.38, -1.86)
H (1.30, 0.31, -2.38)
H (-0.01, -0.60, -1.89)
H (0.94, -0.20, 1.79)
H (1.13, -2.53, 2.03)
H (0.94, -2.88, 0.51)
C (-2.32, 1.93, 0.71)
C (-2.38, 0.84, 0.01)
S (-2.29, -0.63, -0.48)
H (-3.15, 2.51, 0.99)
H (-1.34, 2.40, 0.61)

Stability comparison, relative energies in eV: #i 2.016; #ii 0.000

#i
Here is a cluster of 2 separate species, C3H3Br2NO in total from OMol25. Energies are from ωB97M-V/def2-TZVPD.

The HOMO energy is -9.256 eV. As for the SMILES: [O-][N+]#CBr.C=CBr. The calculation puts the orbital gap at 9.41 eV.

Geometry (Å):
O (-2.13, 0.38, 2.97)
N (-2.45, 0.43, 1.84)
C (-2.82, 0.16, 0.77)
Br (-3.31, 0.58, -0.87)
C (0.21, -0.61, 1.26)
C (-0.68, -1.55, 0.97)
Br (-1.05, -2.15, -0.79)
H (0.31, -0.22, 2.34)
H (0.83, -0.16, 0.58)
H (-1.12, -2.38, 1.76)

#ii
Here is a structure of composition C3H3Br2NO from OMol25. Energies are from ωB97M-V/def2-TZVPD.

The HOMO energy is -7.522 eV. The calculation puts the orbital gap at 6.82 eV.

Geometry (Å):
C (0.55, -0.84, 1.10)
C (-1.02, 0.91, 1.29)
C (-0.12, 0.15, -1.80)
N (0.06, 0.39, 1.34)
O (-1.94, 1.61, 1.42)
Br (1.22, -0.98, -1.13)
Br (0.55, 1.90, -2.41)
H (-0.18, -1.80, 1.04)
H (1.53, -0.87, 1.59)
H (-0.65, -0.47, -2.45)

Stability comparison, relative energies in eV: #i 0.600; #ii 0.000

#i
Here is an isolated molecule of C25H31N3O2 from OMol25. Energies are from ωB97M-V/def2-TZVPD.

The HOMO energy is -8.457 eV. As for the SMILES: CN(C)[C@H](CNC(=O)C1CCN(C(=O)/C=C/c2ccccc2)CC1)c1ccccc1. The calculation puts the orbital gap at 8.77 eV.

Geometry (Å):
C (3.94, 3.44, 1.19)
N (4.00, 2.38, 0.20)
C (4.11, 2.93, -1.14)
C (2.95, 1.38, 0.38)
C (3.31, 0.09, -0.37)
N (2.46, -1.00, 0.06)
C (2.93, -2.07, 0.73)
O (4.10, -2.22, 1.02)
C (1.89, -3.14, 1.09)
C (0.58, -2.58, 1.68)
C (-0.62, -2.83, 0.75)
N (-0.27, -2.49, -0.60)
C (-0.62, -1.33, -1.23)
O (-0.07, -0.96, -2.25)
C (-1.72, -0.53, -0.62)
C (-2.97, -0.97, -0.50)
C (-4.11, -0.19, -0.04)
C (-5.39, -0.70, -0.22)
C (-6.50, 0.01, 0.20)
C (-6.35, 1.24, 0.81)
C (-5.08, 1.75, 1.01)
C (-3.97, 1.05, 0.59)
C (0.78, -3.30, -1.20)
C (1.61, -4.02, -0.13)
C (1.56, 1.89, 0.06)
C (0.77, 2.38, 1.09)
C (-0.46, 2.96, 0.83)
C (-0.92, 3.06, -0.47)
C (-0.15, 2.56, -1.51)
C (1.08, 1.98, -1.24)
H (4.82, 4.07, 1.08)
H (3.95, 3.00, 2.18)
H (3.05, 4.08, 1.09)
H (4.22, 2.12, -1.86)
H (3.25, 3.55, -1.43)
H (5.00, 3.55, -1.18)
H (2.98, 1.12, 1.45)
H (3.21, 0.20, -1.45)
H (4.34, -0.19, -0.13)
H (1.49, -0.92, -0.18)
H (2.39, -3.77, 1.84)
H (0.68, -1.51, 1.86)
H (0.37, -3.05, 2.64)
H (-0.91, -3.88, 0.78)
H (-1.47, -2.23, 1.08)
H (-1.45, 0.50, -0.44)
H (-3.20, -1.99, -0.79)
H (-5.52, -1.66, -0.70)
H (-7.49, -0.40, 0.05)
H (-7.22, 1.79, 1.14)
H (-4.95, 2.71, 1.49)
H (-2.98, 1.45, 0.75)
H (0.32, -4.04, -1.87)
H (1.41, -2.65, -1.81)
H (2.55, -4.34, -0.57)
H (1.08, -4.92, 0.20)
H (1.12, 2.31, 2.11)
H (-1.06, 3.34, 1.65)
H (-1.88, 3.51, -0.68)
H (-0.50, 2.61, -2.52)
H (1.66, 1.59, -2.07)

#ii
Here is an isolated molecule of C25H31N3O2 from OMol25. Energies are from ωB97M-V/def2-TZVPD.

The HOMO energy is -8.198 eV. As for the SMILES: CN(Cc1ccccc1)C[C@@H](O)COc1ccc(CNCCc2ccncc2)cc1. The calculation puts the orbital gap at 8.95 eV.

Geometry (Å):
C (-0.78, -5.88, -1.73)
N (-0.22, -4.67, -1.16)
C (1.23, -4.77, -0.97)
C (1.72, -3.63, -0.12)
C (1.26, -3.48, 1.18)
C (1.69, -2.43, 1.97)
C (2.58, -1.50, 1.46)
C (3.04, -1.63, 0.16)
C (2.61, -2.69, -0.62)
C (-0.60, -3.48, -1.90)
C (-1.96, -2.97, -1.39)
O (-2.04, -3.13, 0.00)
C (-2.18, -1.50, -1.79)
O (-1.02, -0.70, -1.83)
C (-0.50, -0.15, -0.69)
C (0.59, 0.70, -0.89)
C (1.18, 1.34, 0.17)
C (0.70, 1.16, 1.47)
C (1.28, 1.94, 2.63)
N (0.46, 3.05, 3.10)
C (0.20, 4.09, 2.14)
C (-1.06, 3.88, 1.26)
C (-1.08, 4.88, 0.15)
C (-1.57, 6.17, 0.34)
C (-1.51, 7.07, -0.72)
N (-1.02, 6.77, -1.90)
C (-0.55, 5.54, -2.09)
C (-0.55, 4.57, -1.10)
C (-0.37, 0.30, 1.66)
C (-0.97, -0.36, 0.60)
H (-0.38, -6.10, -2.73)
H (-1.86, -5.77, -1.80)
H (-0.56, -6.72, -1.07)
H (1.77, -4.79, -1.93)
H (1.42, -5.71, -0.45)
H (0.57, -4.21, 1.58)
H (1.32, -2.33, 2.98)
H (2.92, -0.68, 2.08)
H (3.74, -0.91, -0.24)
H (2.97, -2.78, -1.64)
H (0.15, -2.71, -1.71)
H (-0.65, -3.66, -2.99)
H (-2.78, -3.55, -1.86)
H (-1.39, -3.81, 0.23)
H (-2.56, -1.47, -2.81)
H (-2.93, -1.07, -1.12)
H (0.96, 0.84, -1.90)
H (2.02, 2.00, 0.00)
H (2.25, 2.35, 2.35)
H (1.42, 1.27, 3.48)
H (-0.41, 2.71, 3.49)
H (1.08, 4.19, 1.49)
H (0.08, 5.03, 2.69)
H (-1.04, 2.87, 0.85)
H (-1.95, 3.99, 1.89)
H (-1.99, 6.46, 1.29)
H (-1.89, 8.08, -0.61)
H (-0.16, 5.34, -3.07)
H (-0.17, 3.58, -1.30)
H (-0.75, 0.13, 2.66)
H (-1.78, -1.04, 0.79)

Stability comparison, relative energies in eV: #i 0.000; #ii 1.057